P.
A structure of composition C28H40Cl3IrO2SeSi, computed with ωB97M-V/def2-TZVPD.

The geometry in XYZ format:
```
76
C28H40Cl3IrO2SeSi | the OMol25 dataset | ωB97M-V/def2-TZVPD
Ir -0.01 -0.84 -2.77
C 2.92 1.89 2.93
C 3.77 0.66 2.58
C 3.56 -0.42 3.65
C 5.25 1.08 2.60
C 3.34 0.13 1.22
C 2.04 -0.30 1.02
C 1.65 -0.68 -0.24
Se 0.02 -1.65 -0.58
C -1.67 -0.81 -0.20
C -2.08 -0.55 1.09
C -3.37 -0.11 1.32
C -4.22 -0.06 0.21
C -3.85 -0.36 -1.10
C -2.49 -0.69 -1.34
O -2.04 -0.90 -2.59
C -4.88 -0.39 -2.23
C -6.29 -0.06 -1.72
C -4.91 -1.80 -2.83
C -4.54 0.63 -3.32
C -3.81 0.28 2.73
C -3.64 -0.92 3.67
C -2.94 1.44 3.22
C -5.27 0.72 2.77
C 2.49 -0.69 -1.38
O 2.03 -0.97 -2.61
C 3.86 -0.42 -1.14
C 4.22 0.01 0.13
C 4.91 -0.66 -2.23
C 6.33 -0.41 -1.72
C 4.82 -2.14 -2.65
C 4.69 0.23 -3.45
H 3.21 2.29 3.90
H 1.86 1.65 2.96
H 3.06 2.68 2.18
H 3.87 -0.04 4.63
H 4.14 -1.31 3.42
H 2.51 -0.71 3.73
H 5.50 1.47 3.59
H 5.45 1.86 1.87
H 5.91 0.23 2.40
H 1.33 -0.32 1.84
H -1.38 -0.67 1.91
H -5.24 0.24 0.37
H -6.62 -0.77 -0.97
H -6.98 -0.12 -2.56
H -6.35 0.94 -1.31
H -5.19 -2.53 -2.07
H -3.95 -2.08 -3.25
H -5.66 -1.84 -3.63
H -4.51 1.65 -2.91
H -5.31 0.60 -4.10
H -3.58 0.42 -3.78
H -2.60 -1.25 3.72
H -4.24 -1.77 3.33
H -3.96 -0.66 4.68
H -1.88 1.17 3.25
H -3.23 1.73 4.23
H -3.04 2.31 2.57
H -5.95 -0.08 2.46
H -5.45 1.59 2.14
H -5.53 1.00 3.80
H 5.25 0.27 0.29
H 6.58 -1.05 -0.87
H 6.48 0.63 -1.42
H 7.03 -0.63 -2.52
H 5.01 -2.80 -1.80
H 5.58 -2.35 -3.41
H 3.84 -2.37 -3.07
H 4.80 1.29 -3.18
H 3.71 0.09 -3.89
H 5.45 0.00 -4.21
Cl -0.56 2.12 -0.54
Si 0.04 1.39 -2.36
Cl 1.88 2.23 -2.70
Cl -1.19 2.24 -3.77
```

As for the gap between HOMO and LUMO: 6.2 eV. The HOMO energy is -7.858 eV. The value obtained for the LUMO energy is -1.7 eV.

Here are the Löwdin charges for atoms 1 to 4, given in e:
1 Ir 0.89
2 C -0.04
3 C -0.56
4 C -0.05

---

Q.
A structure of composition C28H40Cl3IrO2SeSi, computed with ωB97M-V/def2-TZVPD.

The geometry in XYZ format:
```
76
C28H40Cl3IrO2SeSi | the OMol25 dataset | ωB97M-V/def2-TZVPD
Ir 2.30 -0.43 1.53
C -1.66 -3.29 -4.57
C -0.30 -2.59 -4.55
C 0.73 -3.47 -5.26
C -0.42 -1.27 -5.32
C 0.14 -2.36 -3.10
C 0.42 -1.11 -2.59
C 0.83 -0.99 -1.26
Se 1.56 0.66 -0.68
C 0.33 1.76 0.27
C -0.23 2.85 -0.38
C -0.89 3.81 0.36
C -0.93 3.63 1.75
C -0.37 2.55 2.42
C 0.28 1.58 1.64
O 0.82 0.48 2.25
C -0.41 2.44 3.95
C 1.02 2.51 4.51
C -1.20 3.60 4.57
C -1.10 1.14 4.39
C -1.53 5.05 -0.27
C -3.03 5.08 0.07
C -1.38 5.07 -1.79
C -0.87 6.31 0.30
C 1.01 -2.08 -0.42
O 1.42 -1.96 0.88
C 0.74 -3.37 -0.93
C 0.32 -3.45 -2.25
C 0.95 -4.62 -0.06
C 0.07 -4.56 1.20
C 2.43 -4.75 0.32
C 0.56 -5.90 -0.82
H -1.99 -3.44 -5.60
H -2.42 -2.69 -4.05
H -1.62 -4.26 -4.09
H 0.44 -3.62 -6.31
H 0.81 -4.46 -4.80
H 1.72 -3.01 -5.24
H -0.74 -1.48 -6.34
H 0.54 -0.75 -5.38
H -1.16 -0.60 -4.87
H 0.32 -0.22 -3.19
H -0.14 2.93 -1.45
H -1.43 4.39 2.34
H 1.50 3.45 4.22
H 1.63 1.68 4.16
H 0.99 2.46 5.60
H -0.73 4.57 4.37
H -1.22 3.47 5.66
H -2.23 3.63 4.22
H -0.55 0.26 4.05
H -2.11 1.09 4.00
H -1.15 1.10 5.48
H -3.53 4.18 -0.31
H -3.50 5.95 -0.39
H -3.20 5.13 1.15
H -1.85 4.20 -2.25
H -0.33 5.09 -2.08
H -1.86 5.96 -2.19
H -1.01 6.39 1.38
H -1.30 7.20 -0.16
H 0.21 6.30 0.10
H 0.12 -4.44 -2.64
H 0.33 -3.71 1.83
H 0.20 -5.47 1.78
H -0.98 -4.47 0.93
H 2.77 -3.91 0.92
H 3.05 -4.82 -0.57
H 2.58 -5.67 0.91
H -0.49 -5.88 -1.13
H 0.69 -6.75 -0.16
H 1.18 -6.05 -1.70
Cl 4.99 -2.62 3.05
Si 3.50 -1.25 3.40
Cl 4.28 0.13 4.70
Cl 2.06 -2.29 4.51
```

As for the gap between HOMO and LUMO (alpha / beta): 6.9 / 6.9 eV. The HOMO energy (alpha / beta) is -8.322 / -8.321 eV. The value obtained for the LUMO energy (alpha / beta) is -1.4 / -1.4 eV.

Here are the Löwdin charges for atoms 1 to 4, given in e:
1 Ir 1.04
2 C -0.04
3 C -0.56
4 C -0.04

---

Verdict on stability: Q comes out at the bottom.

---

P.
A cluster of 2 separate species, C16H17N in total, computed with ωB97M-V/def2-TZVPD.

The geometry in XYZ format:
```
34
C16H17N | the OMol25 dataset | ωB97M-V/def2-TZVPD
C -1.41 -2.01 -2.40
C -2.67 -0.98 -0.44
C -1.92 -0.90 -1.58
C -2.10 1.14 -0.52
C -1.59 0.49 -1.64
C -2.04 2.50 -0.34
C -1.06 1.24 -2.67
C -1.66 3.29 -1.41
C -1.09 2.64 -2.53
N -2.74 0.21 0.33
H -3.21 -1.87 -0.17
H -3.49 0.15 1.00
H -1.08 -1.70 -3.38
H -2.13 -2.85 -2.61
H -2.38 2.92 0.62
H -0.58 0.83 -3.56
H -1.56 4.36 -1.31
H -0.71 3.12 -3.43
H -0.68 -2.69 -1.95
C 1.41 -2.55 1.11
C 2.98 1.20 2.63
C 2.14 0.34 3.29
C 3.39 0.73 1.36
C 1.67 -0.87 2.77
C 3.10 -0.53 0.91
C 2.22 -1.38 1.59
H 3.21 2.22 2.99
H 1.83 0.48 4.33
H 4.16 1.32 0.88
H 0.85 -1.32 3.34
H 3.43 -0.87 -0.09
H 0.95 -2.36 0.13
H 0.66 -2.85 1.83
H 2.10 -3.41 0.96
```

As for the gap between HOMO and LUMO: 8.6 eV. The HOMO energy is -7.773 eV. The value obtained for the LUMO energy is 0.8 eV.

Here are the natural (NBO) charges for atoms 1 to 4, given in e:
1 C -0.64
2 C -0.01
3 C -0.10
4 C 0.14

---

Q.
A cluster of 2 separate species, C16H17N in total, computed with ωB97M-V/def2-TZVPD.

The geometry in XYZ format:
```
34
C16H17N | the OMol25 dataset | ωB97M-V/def2-TZVPD
C 0.01 -2.80 -1.56
C -1.06 0.28 -3.43
C 0.09 1.05 -3.37
C -1.03 -1.02 -2.94
C 0.09 -1.45 -2.22
C 1.25 0.54 -2.81
C 1.20 -0.64 -2.06
H -2.02 0.65 -3.77
H 0.12 2.04 -3.81
H -1.92 -1.60 -2.74
H 2.18 1.07 -2.92
H -0.12 -2.72 -0.47
H 0.98 -3.25 -1.52
H 2.09 -1.02 -1.58
H -0.78 -3.43 -1.94
C -2.32 0.38 0.49
C -0.17 0.76 1.79
C -1.24 -0.12 1.38
C 0.75 0.03 2.53
C -1.01 -1.29 2.05
C 0.04 2.14 1.60
C 1.19 2.65 2.17
C 2.08 1.90 2.97
C 1.84 0.58 3.22
N 0.24 -1.25 2.65
H -0.61 2.81 1.12
H 1.34 3.72 2.20
H 2.94 2.44 3.35
H -1.94 0.34 -0.54
H -2.37 1.46 0.63
H -1.56 -2.21 1.92
H 0.57 -1.91 3.32
H 2.44 -0.05 3.87
H -3.30 -0.08 0.43
```

As for the gap between HOMO and LUMO: 8.7 eV. The HOMO energy is -7.796 eV. The value obtained for the LUMO energy is 0.9 eV.

Here are the natural (NBO) charges for atoms 1 to 4, given in e:
1 C -0.64
2 C -0.20
3 C -0.24
4 C -0.24

---

Verdict on stability: P comes out at the bottom.

---

P.
A cluster of 3 separate species, C2H10O2S2 in total, computed with ωB97M-V/def2-TZVPD.

The geometry in XYZ format:
```
16
C2H10O2S2 | the OMol25 dataset | ωB97M-V/def2-TZVPD
C -1.61 0.19 -1.93
S -0.05 0.29 -2.83
S 1.17 1.55 -1.64
C 0.40 1.70 -0.01
H -1.92 1.11 -1.45
H -2.43 0.05 -2.64
H -1.66 -0.67 -1.26
H 0.76 2.59 0.51
H -0.68 1.77 0.01
H 0.73 0.84 0.58
H 2.81 -2.56 1.09
H 1.30 -2.64 1.56
O 1.91 -2.46 0.84
H -0.90 -0.99 2.12
H 0.17 0.07 2.61
O -0.01 -0.86 2.43
```

As for the gap between HOMO and LUMO: 8.1 eV. The HOMO energy is -7.732 eV. The value obtained for the LUMO energy is 0.4 eV.

Here are the natural (NBO) charges for atoms 1 to 4, given in e:
1 C -0.77
2 S 0.10
3 S 0.07
4 C -0.76

---

Q.
A cluster of 3 separate species, C2H10O2S2 in total, computed with ωB97M-V/def2-TZVPD.

The geometry in XYZ format:
```
16
C2H10O2S2 | the OMol25 dataset | ωB97M-V/def2-TZVPD
C 0.72 2.49 -0.36
C 0.06 1.14 -0.04
S 0.08 0.96 1.77
S -0.78 -0.93 2.01
H 1.81 2.41 -0.45
H 0.21 2.96 -1.19
H 0.64 3.24 0.44
H -0.96 1.17 -0.41
H 0.74 0.37 -0.38
H -2.06 -0.51 1.78
H -1.87 -3.01 -0.38
H -2.69 -2.68 -1.62
O -2.00 -2.31 -1.04
H 1.84 -2.00 -0.74
H 2.06 -1.91 0.72
O 2.21 -1.39 -0.10
```

As for the gap between HOMO and LUMO: 9.0 eV. The HOMO energy is -8.701 eV. The value obtained for the LUMO energy is 0.3 eV.

Here are the natural (NBO) charges for atoms 1 to 4, given in e:
1 C -0.63
2 C -0.54
3 S 0.09
4 S -0.18

---

R.
A cluster of 4 separate species, C2H10O2S2 in total, computed with ωB97M-V/def2-TZVPD.

The geometry in XYZ format:
```
16
C2H10O2S2 | the OMol25 dataset | ωB97M-V/def2-TZVPD
C -0.26 -1.93 -1.05
C -0.84 -0.52 -1.18
S -2.19 -0.23 -0.15
S 2.64 0.61 -0.18
H 0.01 -2.09 0.01
H 0.63 -2.12 -1.66
H -0.98 -2.72 -1.31
H -1.10 -0.24 -2.21
H 0.10 0.06 -0.96
H 2.49 1.71 -0.92
H 1.45 0.66 1.43
H 0.63 -0.14 2.62
O 0.98 0.70 2.30
H -1.81 1.81 0.70
H -0.55 1.95 1.53
O -1.20 2.50 1.04
```

As for the gap between HOMO and LUMO: 3.9 eV. The HOMO energy is -8.949 eV. The value obtained for the LUMO energy is -5.0 eV.

Here are the natural (NBO) charges for atoms 1 to 4, given in e:
1 C -0.61
2 C -0.67
3 S 0.27
4 S -0.31

---

Verdict on stability: R comes out at the bottom.

---

P.
A structure of composition C33H36I2N5O4RbS2, computed with ωB97M-V/def2-TZVPD.

The geometry in XYZ format:
```
83
C33H36I2N5O4RbS2 | the OMol25 dataset | ωB97M-V/def2-TZVPD
Rb 0.88 2.05 1.18
N 5.37 -4.88 5.15
C 4.69 -3.85 4.50
C 3.61 -3.23 5.12
C 2.96 -2.17 4.50
C 3.39 -1.73 3.26
C 4.46 -2.34 2.63
C 5.11 -3.40 3.25
S 2.55 -0.39 2.50
O 3.34 0.07 1.37
O 2.34 0.61 3.54
N 1.09 -0.86 2.08
C 0.91 -1.79 1.13
N -0.39 -1.96 0.74
C -0.64 -2.89 -0.16
C 0.34 -3.70 -0.72
C 1.63 -3.44 -0.27
N 1.93 -2.52 0.63
H 4.84 -5.38 5.84
H 5.90 -5.49 4.55
H 3.28 -3.57 6.09
H 2.12 -1.68 4.98
H 4.77 -1.99 1.66
H 5.96 -3.87 2.76
H -1.68 -3.00 -0.46
H 0.13 -4.45 -1.45
H 2.47 -4.03 -0.65
O -1.56 0.55 0.99
C -2.97 0.69 1.05
C -3.44 1.32 2.35
C -2.74 2.64 2.67
C -2.77 3.63 1.53
C -3.97 4.21 1.11
C -3.97 5.07 0.03
C -2.77 5.34 -0.61
C -1.62 4.72 -0.13
N -1.61 3.89 0.91
H -1.28 -0.38 1.13
H -3.45 -0.29 0.92
H -3.28 1.32 0.21
H -3.27 0.64 3.18
H -4.52 1.47 2.27
H -1.70 2.45 2.92
H -3.20 3.09 3.55
H -4.89 3.97 1.64
H -4.89 5.53 -0.30
H -2.72 6.00 -1.46
H -0.67 4.89 -0.62
I 0.54 3.80 4.67
C 0.80 1.97 5.73
I -0.77 0.58 5.48
H 0.87 2.22 6.78
H 1.69 1.51 5.33
O 0.27 2.13 -1.63
S 0.42 0.67 -1.92
C -1.25 0.01 -2.26
C -2.07 0.89 -3.15
C -2.39 0.49 -4.44
C -3.14 1.30 -5.27
C -3.59 2.53 -4.81
C -3.28 2.94 -3.52
C -2.53 2.12 -2.69
C 1.13 0.59 -3.59
C 1.42 -0.82 -4.00
C 2.29 -1.60 -3.25
C 2.56 -2.91 -3.62
C 1.95 -3.46 -4.74
C 1.07 -2.69 -5.50
C 0.81 -1.37 -5.13
H -1.66 -0.07 -1.25
H -1.10 -0.99 -2.66
H -2.05 -0.48 -4.80
H -3.39 0.98 -6.28
H -4.19 3.17 -5.45
H -3.64 3.89 -3.15
H -2.28 2.45 -1.69
H 2.04 1.18 -3.49
H 0.45 1.11 -4.27
H 2.77 -1.18 -2.37
H 3.25 -3.51 -3.04
H 2.16 -4.48 -5.03
H 0.60 -3.10 -6.38
H 0.14 -0.77 -5.72
```

As for the gap between HOMO and LUMO: 7.9 eV. The HOMO energy is -7.668 eV. The value obtained for the LUMO energy is 0.2 eV.

Here are the Löwdin charges for atoms 1 to 4, given in e:
1 Rb 0.76
2 N 0.09
3 C -0.32
4 C -0.03

---

Q.
A structure of composition C33H36I2N5O4RbS2, computed with ωB97M-V/def2-TZVPD.

The geometry in XYZ format:
```
83
C33H36I2N5O4RbS2 | the OMol25 dataset | ωB97M-V/def2-TZVPD
Rb 0.01 -1.99 -1.81
N 7.90 -0.61 2.66
C 6.64 -0.87 2.11
C 6.30 -0.36 0.86
C 5.07 -0.66 0.29
C 4.18 -1.47 0.97
C 4.50 -1.98 2.22
C 5.73 -1.69 2.78
S 2.62 -1.85 0.23
O 2.00 -2.91 0.99
O 2.90 -2.17 -1.16
N 1.72 -0.53 0.16
C 1.36 0.09 1.30
N 0.47 1.11 1.14
C 0.08 1.75 2.23
C 0.53 1.42 3.51
C 1.43 0.38 3.56
N 1.85 -0.28 2.50
H 8.35 0.23 2.33
H 7.95 -0.71 3.66
H 7.00 0.27 0.32
H 4.81 -0.27 -0.69
H 3.78 -2.60 2.73
H 5.99 -2.09 3.75
H -0.62 2.56 2.09
H 0.20 1.96 4.39
H 1.85 0.05 4.51
O -1.95 -3.94 -2.75
C -3.14 -3.83 -1.96
C -3.21 -4.91 -0.88
C -2.05 -4.89 0.11
C -2.08 -3.74 1.08
C -2.47 -3.92 2.40
C -2.46 -2.85 3.27
C -2.06 -1.61 2.80
C -1.70 -1.51 1.46
N -1.71 -2.54 0.62
H -2.04 -4.68 -3.36
H -4.02 -3.88 -2.60
H -3.10 -2.84 -1.51
H -3.24 -5.89 -1.37
H -4.16 -4.80 -0.35
H -1.10 -4.86 -0.44
H -2.05 -5.82 0.67
H -2.76 -4.91 2.74
H -2.74 -2.98 4.31
H -2.01 -0.74 3.44
H -1.37 -0.56 1.06
I 1.80 -4.73 -3.93
C 3.21 -3.14 -4.03
I 2.42 -1.35 -4.83
H 4.02 -3.47 -4.66
H 3.51 -2.93 -3.01
O -1.67 -0.11 -3.08
S -1.84 1.34 -2.72
C -0.15 2.01 -2.59
C -0.14 3.42 -2.09
C 0.57 3.75 -0.94
C 0.57 5.05 -0.46
C -0.15 6.03 -1.12
C -0.86 5.72 -2.27
C -0.85 4.42 -2.75
C -2.28 1.38 -0.94
C -3.24 2.49 -0.61
C -4.56 2.40 -1.02
C -5.46 3.42 -0.74
C -5.04 4.54 -0.03
C -3.72 4.63 0.38
C -2.82 3.61 0.09
H 0.24 1.92 -3.60
H 0.41 1.34 -1.93
H 1.10 2.96 -0.42
H 1.14 5.29 0.43
H -0.16 7.05 -0.74
H -1.43 6.48 -2.78
H -1.41 4.18 -3.65
H -1.36 1.42 -0.36
H -2.74 0.40 -0.82
H -4.89 1.52 -1.57
H -6.49 3.34 -1.07
H -5.74 5.33 0.19
H -3.38 5.51 0.92
H -1.79 3.70 0.39
```

As for the gap between HOMO and LUMO: 7.7 eV. The HOMO energy is -7.648 eV. The value obtained for the LUMO energy is 0.1 eV.

Here are the Löwdin charges for atoms 1 to 4, given in e:
1 Rb 0.68
2 N 0.09
3 C -0.32
4 C -0.03

---

Verdict on stability: Q comes out at the bottom.